No. 1
# C23H27F7N4NiOSb

A molecular structure, C23H27F7N4NiOSb (wB97M-V/def2-TZVPD, the Open Molecules 2025 dataset).

Properties
Largest force on an atom ... 0.5 eV/A
HOMO-LUMO gap (alpha / beta) ... 6.30 / 6.87 eV

```
! RIJCOSX wB97M-V def2-TZVPD def2/J DEFGRID3
* xyz -2 2
Ni 0.9460 1.3301 -0.0281
C -1.1349 -1.1580 3.4635
C -1.7290 -0.9006 2.0767
C -3.2539 -1.0286 2.1214
C -1.1125 -1.8092 1.0253
C -1.1164 -3.1808 1.2460
C -0.4967 -4.0446 0.3605
C 0.1433 -3.5202 -0.7489
C 0.1636 -2.1532 -1.0211
C 0.9216 -1.7097 -2.2643
C 2.1871 -0.9391 -1.8758
C 0.0483 -0.9326 -3.2502
C -0.4947 -1.2768 -0.1294
N -0.5411 0.1304 -0.3078
C -1.7698 0.6035 -0.6968
C -2.6932 -0.1579 -1.4433
C -3.9297 0.3337 -1.8278
C -4.3285 1.6174 -1.4846
C -3.4580 2.3942 -0.7288
C -2.2371 1.8892 -0.3509
F -1.4775 2.6664 0.4666
H -1.4992 -0.4094 4.1717
H -0.0451 -1.1090 3.4480
H -1.4228 -2.1410 3.8463
H -1.4822 0.1242 1.7976
H -3.5455 -2.0625 2.3325
H -3.7054 -0.7332 1.1748
H -3.6662 -0.3961 2.9125
H -1.5977 -3.5764 2.1342
H -0.4959 -5.1134 0.5402
H 0.6521 -4.1856 -1.4382
H 1.2249 -2.6326 -2.7716
H 1.8845 -0.2035 -1.1323
H 2.6421 -0.4277 -2.7230
H 2.9301 -1.5798 -1.3983
H -0.2991 0.0039 -2.8231
H -0.8258 -1.5192 -3.5443
H 0.6125 -0.6970 -4.1547
H -2.4090 -1.1620 -1.7303
H -4.5828 -0.2988 -2.4178
H -5.2880 2.0105 -1.7938
H -3.7137 3.3969 -0.4090
C 0.7480 2.5052 2.7972
O 1.2203 1.1366 2.7566
C 1.3906 0.5602 1.6201
C 2.0688 -0.7398 1.7851
H -0.2548 2.5456 2.3771
H 1.4402 3.1178 2.2285
H 0.7473 2.7676 3.8513
H 2.0969 -1.0681 2.8246
H 3.0982 -0.5420 1.4445
H 1.6571 -1.4975 1.1212
F 2.3668 2.4625 0.3021
Sb 4.9223 1.9594 0.8300
F 4.0642 1.6882 2.6068
F 5.0648 3.8874 1.1976
F 6.6241 1.7040 1.6673
F 5.8607 2.1924 -0.9031
F 4.8446 -0.0392 0.5657
N -0.2611 1.8757 -6.0024
C 0.2157 2.3456 -5.0526
N 0.7927 2.9822 -4.0530
C 0.6949 2.5203 -2.8494
N 0.5929 2.1940 -1.7388
*
```


No. 2
# C23H27N2O4

A gas-phase ion, C23H27N2O4 (charge +1) in a non-equilibrium geometry (wB97M-V/def2-TZVPD, the Open Molecules 2025 dataset).

Properties
SMILES ... O=C(c1ccco1)N1CC[NH+](CCOCCOc2cccc3ccccc23)CC1
Largest force on an atom ... 1.4 eV/A
HOMO-LUMO gap ... 8.43 eV

```
! RIJCOSX wB97M-V def2-TZVPD def2/J DEFGRID3
* xyz 1 1
O -4.0458 -1.9873 1.5296
C -4.3037 -0.9824 0.8942
C -5.5931 -0.8468 0.2243
C -6.5920 -1.7938 0.2301
C -7.6694 -1.2435 -0.4899
C -7.2617 -0.0041 -0.8837
O -6.0137 0.2488 -0.4641
N -3.3845 0.0480 0.8517
C -3.3085 1.1300 -0.0920
C -2.1803 0.8611 -1.0965
N -0.8975 0.6846 -0.3800
C 0.2723 0.5912 -1.2824
C 0.7495 2.0336 -1.5470
O 0.6287 2.8026 -0.3698
C 1.7899 2.9622 0.4372
C 1.9367 1.8863 1.5257
O 2.2330 0.6041 1.0231
C 3.5392 0.3015 0.6641
C 4.5832 1.1875 0.6978
C 5.8620 0.7919 0.2727
C 6.0856 -0.4690 -0.1953
C 5.0364 -1.4115 -0.2308
C 5.2405 -2.7291 -0.6907
C 4.2216 -3.6400 -0.6952
C 2.9522 -3.2761 -0.2247
C 2.7196 -2.0044 0.2205
C 3.7438 -1.0352 0.2179
C -1.0020 -0.4226 0.5975
C -2.1447 -0.1369 1.5698
H -6.5376 -2.7532 0.7015
H -8.6159 -1.7018 -0.6858
H -7.7511 0.7660 -1.4473
H -4.2494 1.2444 -0.6249
H -3.1052 2.0639 0.4476
H -2.0925 1.6955 -1.7928
H -2.3889 -0.0555 -1.6540
H -0.6983 1.5679 0.1433
H 1.0600 0.0350 -0.7705
H 0.0134 0.0795 -2.2082
H 1.7749 2.0237 -1.9253
H 0.1121 2.5205 -2.2917
H 1.6711 3.9329 0.9245
H 2.6790 2.9875 -0.1987
H 0.9867 1.7763 2.0597
H 2.6916 2.2116 2.2479
H 4.4592 2.1988 1.0520
H 6.6637 1.5125 0.3165
H 7.0654 -0.7660 -0.5351
H 6.2262 -3.0062 -1.0330
H 4.3893 -4.6466 -1.0457
H 2.1607 -4.0102 -0.2066
H 1.7501 -1.7413 0.6163
H -0.0583 -0.5090 1.1381
H -1.1958 -1.3511 0.0557
H -2.2760 -0.9877 2.2433
H -1.9317 0.7618 2.1592
*
```


Calculated values (hartree) of E_tot for the records, taken in order: -3634.68912, -1302.86378.
Calculated values (kcal/mol) of relative energy (zero: lowest compared OMol25 entry of this formula, charge and spin) for the records, taken in order: 1.15, 5.83.